No. 1
The following is a quantum chemistry calculation of a structure of composition C36H31MnN3OS4, from the OMol25 dataset.

Calculated values
* total charge: +2
* energy above the lowest of the compared OMol25 structures with the same formula, charge and spin: 0.0 kJ/mol
* E_LUMO (spin up / spin down): -6.8 / -6.3 eV
* HOMO (spin up / spin down): -13.1 / -13.1 eV
* multiplicity: 4
* frontier orbital gap (spin up / spin down): 6.2489 / 6.8086 eV

CARTESIAN COORDINATES (ANGSTROEM)
N -1.37 0.20 0.34
H -2.98 4.50 2.43
C 1.62 -5.93 -0.27
S 1.13 -0.90 2.45
C 0.60 -0.68 4.07
C -1.43 3.32 1.55
H 1.41 0.22 -2.91
C 3.54 2.89 -2.80
N 0.97 1.96 -0.40
H -4.83 -3.95 -0.20
S -3.72 0.37 1.32
C 3.40 0.91 -1.25
H 1.55 2.60 3.07
C -0.02 3.80 3.92
H 1.46 5.55 -3.18
H -1.17 -2.30 -1.86
C -0.03 -2.17 2.17
H -1.60 -0.13 2.40
H -4.83 1.46 -3.38
C -1.79 0.75 -2.05
C -1.85 -2.69 -1.11
H 2.69 -2.30 -0.61
C -1.29 4.32 3.73
C 1.12 3.91 -1.84
H -0.01 -4.80 -1.25
C -0.34 -1.60 4.40
C 2.84 2.16 -1.85
H 1.07 0.05 4.71
H 4.15 -1.50 -1.25
C 1.64 2.71 -1.39
H -2.46 1.24 -4.01
C -0.15 2.80 1.75
S 1.87 -4.47 1.80
C -3.54 0.68 -0.37
C 1.84 4.61 -2.80
C 1.96 -0.62 -2.47
C -4.10 1.21 -2.62
H -1.97 3.13 0.63
C -2.20 0.55 -0.73
H 3.60 4.65 -4.01
O 0.62 -1.77 -0.05
C -3.19 -3.07 -1.38
C -1.99 4.08 2.56
H 1.32 -1.49 -2.39
H 3.60 -1.17 0.41
N 2.45 -0.25 -1.12
H 4.23 0.57 -1.88
C -1.49 -2.90 0.19
H -1.73 4.93 4.51
C 0.67 -4.89 -0.42
C -0.70 -2.45 3.31
C 0.56 3.02 2.93
C -4.51 1.01 -1.32
S -2.79 -3.59 1.08
H 2.80 -0.85 -3.12
H 3.81 1.10 -0.26
H 0.18 4.28 -1.45
C -2.75 1.08 -2.98
C -0.09 -2.72 0.75
H 3.09 -6.50 1.26
C 3.04 4.10 -3.27
C -3.82 -3.58 -0.29
H -0.77 -1.68 5.39
H 1.75 -6.74 -0.98
H -5.55 1.10 -1.04
H -1.44 -3.23 3.40
H -3.66 -2.98 -2.35
C -2.05 0.10 1.45
C 0.45 2.02 0.70
C 2.33 -5.83 0.88
H -0.76 0.63 -2.36
H 0.53 3.99 4.83
Mn 0.63 0.03 0.01
H 4.48 2.52 -3.18
C 0.70 -4.01 0.63
C 3.27 -1.38 -0.61


No. 2
The following is a quantum chemistry calculation of a structure of composition C36H32CeCl2N8O4S4, from the OMol25 dataset.

Calculated values
* total charge: -1
* energy above the lowest of the compared OMol25 structures with the same formula, charge and spin: 73.9 kJ/mol
* E_LUMO (spin up / spin down): 1.9 / 1.9 eV
* HOMO (spin up / spin down): -4.6 / -4.6 eV
* multiplicity: 2
* frontier orbital gap (spin up / spin down): 6.4499 / 6.4886 eV

CARTESIAN COORDINATES (ANGSTROEM)
H 6.54 4.13 -2.56
H -3.33 -2.36 5.81
H -3.42 1.91 0.70
H -1.23 -5.27 4.63
N 0.71 -2.42 1.24
N -1.15 0.10 2.42
C 1.22 -1.71 -3.14
H 3.20 -1.36 3.29
H -2.58 2.01 5.45
H 5.50 4.44 -3.95
C 3.58 2.53 -2.52
H -1.02 -3.93 2.72
H -1.13 -3.65 5.33
C -0.24 -2.52 -5.45
C 3.90 0.60 3.84
S 0.79 3.04 0.34
C 3.75 1.95 3.56
C 4.48 3.57 -2.28
C 2.19 3.30 -0.73
C -2.15 0.99 2.25
N -1.80 -3.76 3.33
O 0.74 4.15 1.27
C -2.75 -2.94 2.90
C 3.08 4.33 -0.47
H 3.78 1.81 -3.31
C -3.82 -3.08 5.14
O -0.40 2.81 -0.44
H -3.70 -5.16 4.65
C 2.06 1.39 1.96
C -1.73 -4.30 4.68
C -3.99 -0.19 -5.10
S 1.69 -4.79 2.33
C -3.14 -4.43 5.24
C 1.14 -3.41 1.69
H 4.35 2.69 4.09
O -0.09 1.10 -4.61
H -4.43 -1.98 3.40
H 0.09 -0.88 3.72
H -4.06 -0.29 -2.95
C 3.11 -0.29 3.13
H 6.00 2.79 -3.58
N 1.10 1.62 1.02
H -1.79 -3.06 -4.06
C -2.18 1.46 4.60
N 2.22 0.07 2.22
C -0.70 -0.13 3.65
H 1.48 -1.86 -6.55
H 2.66 3.40 2.40
C 4.22 4.47 -1.25
C 2.44 2.40 -1.75
C -0.80 -2.65 -4.19
H 4.60 0.24 4.58
N -3.75 -2.62 3.76
H -3.11 -4.77 6.27
C 1.72 -1.58 -4.46
Cl -0.85 -2.45 -1.52
H -1.29 0.89 -6.86
C -1.17 0.53 4.77
H -3.49 2.39 3.16
C -2.69 1.68 3.33
C -1.36 0.69 -4.74
H 0.14 1.03 -3.66
O -0.36 0.56 -2.06
C 1.03 -1.98 -5.58
H 1.74 1.59 -1.94
N -2.07 0.52 -0.05
S -2.82 -2.34 1.33
C -3.47 -0.06 -3.83
C -1.91 0.61 -6.02
H -0.80 -2.83 -6.32
H -4.87 -3.15 5.43
C 5.70 3.74 -3.14
H -5.00 -0.57 -5.24
C -2.63 1.19 0.90
C -0.08 -2.26 -3.08
H -3.61 0.08 -7.20
C -3.21 0.16 -6.19
C 2.83 2.36 2.62
C -2.16 0.39 -3.63
H 4.91 5.27 -1.05
Cl 3.28 -0.86 -4.70
N -2.53 0.64 -1.30
H 2.86 5.02 0.34
S 2.16 -1.28 -1.76
C -1.62 0.51 -2.25
H -0.75 0.32 5.74
Ce 0.21 -0.33 0.17


No. 3
The following is a quantum chemistry calculation of a structure of composition C36H32CrN8O7S, from the OMol25 dataset.

Calculated values
* total charge: +1
* energy above the lowest of the compared OMol25 structures with the same formula, charge and spin: 107.3 kJ/mol
* E_LUMO (spin up / spin down): -2.5 / -2.9 eV
* HOMO (spin up / spin down): -10.7 / -10.7 eV
* multiplicity: 4
* frontier orbital gap (spin up / spin down): 8.1749 / 7.8160 eV

CARTESIAN COORDINATES (ANGSTROEM)
O -1.65 1.47 1.62
C -0.47 3.51 0.03
C 0.89 2.52 -1.25
N -0.37 -1.26 -5.91
C -0.28 1.10 -5.16
O 2.73 0.08 3.37
H -0.83 -2.50 -1.16
C -2.93 -2.77 -0.88
O 0.33 -0.17 3.09
C 0.08 1.59 7.24
C -3.99 -4.78 -1.61
H 4.32 -3.32 -0.25
C -1.14 1.64 -6.12
H 3.49 1.22 -0.06
C 2.54 -3.62 -1.40
H -2.02 3.43 -6.86
O 1.28 1.94 2.71
H 2.03 -6.41 -3.25
C 1.34 -3.11 -3.43
H 3.23 2.12 5.10
C 1.07 2.82 9.18
N -0.38 4.27 -1.03
H 1.16 1.98 9.87
C 3.24 -3.22 -0.12
H -3.62 -5.71 -2.06
H 0.94 -4.74 -4.75
C -2.81 -0.31 0.56
H 1.80 4.21 -3.33
N 0.47 3.65 -1.83
C 1.92 -2.70 -2.23
O -2.86 -3.93 -1.54
H -5.05 -2.67 -0.47
H -4.77 -4.36 -2.24
H -0.66 0.48 5.55
H 2.92 -3.88 0.70
H -1.06 3.74 0.89
C 2.00 -5.37 -2.97
S 1.45 0.71 3.55
H -4.39 -4.99 -0.62
H -0.81 1.43 7.84
C -1.37 3.00 -6.12
C 1.14 2.31 7.78
H 3.10 3.08 7.39
H 1.61 1.83 -1.64
C -4.02 -1.00 0.35
N 1.96 -0.03 0.79
N 0.07 -2.42 -5.41
H 1.87 -1.65 -1.96
H -3.72 2.66 2.04
N 3.75 -0.86 -0.21
O 0.67 -0.83 -4.03
H 1.88 3.52 9.39
C 2.28 2.51 7.00
H -4.53 1.93 0.63
C 2.35 1.99 5.72
C 1.29 1.26 5.22
H 0.11 3.30 9.37
C 0.07 3.29 -4.21
C -0.79 3.82 -5.16
N 0.30 2.39 -0.07
C -0.02 -0.32 -5.08
C 1.92 -1.35 0.85
C -4.10 -2.19 -0.34
C 1.38 -4.45 -3.80
C -1.62 -0.89 -0.02
O -0.46 -0.34 0.06
C 0.14 1.06 5.97
C 0.73 4.16 -3.16
H 1.14 -1.92 1.33
H -4.65 1.16 2.20
C 0.34 1.93 -4.24
H -1.59 0.98 -6.84
H -4.93 -0.58 0.75
H 1.03 1.48 -3.54
H -1.00 4.88 -5.16
Cr 0.26 0.92 1.30
C -2.72 0.94 1.26
C 2.57 -4.96 -1.78
C 0.69 -2.16 -4.30
H 0.31 5.17 -3.18
N 2.99 -1.86 0.24
C 3.12 0.23 0.14
H 3.05 -5.68 -1.14
C -3.99 1.72 1.55
C -1.73 -2.09 -0.73


No. 4
The following is a quantum chemistry calculation of a structure of composition C36H32F6IN13O2Ru, from the OMol25 dataset.

Calculated values
* total charge: +1
* energy above the lowest of the compared OMol25 structures with the same formula, charge and spin: 29.1 kJ/mol
* E_LUMO (spin up / spin down): -2.6 / -3.4 eV
* HOMO (spin up / spin down): -10.9 / -10.9 eV
* multiplicity: 2
* frontier orbital gap (spin up / spin down): 8.2443 / 7.4463 eV

CARTESIAN COORDINATES (ANGSTROEM)
Ru -0.25 1.13 2.46
C 2.00 3.81 1.32
N 1.99 -2.59 3.14
C -4.01 -2.97 -0.95
H -1.76 3.26 -4.85
C 2.82 -3.42 0.99
F 0.77 3.77 0.76
C 2.85 1.62 0.34
C 1.57 1.44 -4.17
H -2.53 0.58 -3.32
N -4.11 -0.55 2.50
H -2.40 -2.64 3.19
C 1.17 -1.64 3.50
C 4.15 -0.43 -2.73
C 5.87 -1.34 -1.21
C 6.20 -2.08 -0.08
H 0.23 3.79 -6.20
C -0.98 1.60 -0.57
H 7.23 -2.11 0.26
H -0.21 3.65 3.35
H -1.54 -1.24 0.70
C 2.83 0.80 -3.84
N -3.52 -3.31 1.13
N -1.98 -0.28 -1.11
N 2.02 -2.49 1.80
C -2.00 1.42 -2.86
N -2.28 0.62 2.73
C -3.24 1.40 2.11
H 6.62 -0.78 -1.75
H -0.58 2.59 -0.68
F 1.86 4.52 2.45
I 0.11 1.70 5.17
H -6.50 -0.68 -2.73
C -1.48 -0.35 0.09
N -4.53 -2.41 1.08
C -0.83 2.74 -4.66
C -4.37 0.68 1.95
C -4.92 -1.74 2.29
C 3.57 -2.03 -0.95
H 2.13 -3.96 0.33
H -4.80 -2.43 3.12
H 4.28 1.61 2.62
C 3.88 2.59 2.38
C -4.94 -2.15 -2.96
C -2.23 -1.69 3.70
C -4.86 -2.15 -0.22
F 3.72 2.23 -0.48
H 1.11 -1.19 0.37
C 2.55 2.40 1.64
C -2.84 -0.55 2.98
C 3.90 -2.73 0.20
N 0.66 -0.93 2.45
N -0.83 0.79 0.48
C 1.23 -1.50 1.40
C -5.80 -1.31 -2.21
H -6.46 -0.66 -0.27
H 4.60 3.15 1.80
C -0.77 1.78 -3.66
F 1.73 1.38 -0.38
H -1.82 2.94 3.79
H -5.00 -2.13 -4.03
C -5.78 -1.29 -0.83
O 1.70 1.65 2.41
C 0.43 1.13 -3.42
H 3.23 -4.13 1.70
N -3.20 -3.66 -0.06
H -3.37 -3.63 -2.90
H 3.68 3.12 3.32
H 0.51 0.38 -2.65
N 4.87 0.18 -3.61
H 2.55 -2.02 -1.32
F 2.78 4.51 0.50
H -2.64 -1.77 4.71
O 2.84 -0.11 -2.83
N -1.66 0.96 -1.52
H 5.48 -3.30 1.53
C 0.29 3.04 -5.42
C -4.03 -2.98 -2.34
H -3.03 2.42 1.83
C 5.22 -2.75 0.63
H -5.97 -1.44 2.22
H -2.68 2.26 -2.79
C -0.79 2.75 3.53
N 4.00 0.99 -4.34
H 0.93 -1.44 4.53
H -5.32 0.93 1.51
F 3.36 0.42 0.65
C 1.50 2.40 -5.17
H 2.39 2.65 -5.74
C 4.55 -1.31 -1.63
H -1.16 -1.52 3.78


No. 5
The following is a quantum chemistry calculation of a structure of composition C36H32N3O6PS3Ta, from the OMol25 dataset.

Calculated values
* energy above the lowest of the compared OMol25 structures with the same formula, charge and spin: 11.5 kJ/mol
* E_LUMO (spin up / spin down): -0.9 / -1.0 eV
* HOMO (spin up / spin down): -6.7 / -7.9 eV
* multiplicity: 2
* frontier orbital gap (spin up / spin down): 5.7526 / 6.8842 eV

CARTESIAN COORDINATES (ANGSTROEM)
O 2.34 -3.00 -3.63
H -3.25 -1.77 -4.83
C -2.33 -0.49 5.10
H 2.17 -3.07 1.71
C 3.61 -0.93 1.65
C 4.02 -0.64 -3.56
O -1.54 -1.66 0.55
H -5.59 0.87 0.07
H -0.11 2.85 0.77
H 0.86 -2.57 0.65
C -2.52 -1.28 4.00
C -4.63 2.30 1.30
H 3.81 -0.95 -4.58
H -5.47 -1.20 -3.84
O 2.77 -0.71 -2.81
N -2.27 1.37 0.14
C -3.45 0.91 -0.27
C 2.12 -4.42 -3.61
H -0.08 4.75 2.26
H -2.59 -2.77 1.85
C 2.60 0.96 -0.06
H -1.32 1.20 5.95
C -1.02 4.23 2.10
Ta -0.47 -0.05 -0.41
S 0.38 -2.02 -1.78
H 3.96 -1.72 2.30
C -2.02 -1.84 1.68
C 3.89 1.13 0.46
H -4.29 4.36 2.96
H 0.90 -2.02 2.34
H 4.69 4.13 -0.91
P 2.35 -2.15 -2.26
H 0.83 -5.83 -4.59
C 2.07 1.96 -0.92
H -1.21 -1.29 -3.62
C -1.45 0.60 5.05
O -0.35 0.43 1.64
H 3.77 1.47 -3.83
C 4.65 2.28 0.15
H -3.19 -2.14 4.06
H -5.55 0.00 -1.72
C -3.36 4.03 2.51
C 2.31 -1.05 1.08
H 2.40 3.83 -1.85
H 1.21 -4.40 -5.56
S 0.44 1.83 -1.58
C 4.53 0.77 -3.48
H -2.15 5.52 3.42
C 1.50 -2.25 1.46
H 4.74 -1.34 -3.12
C 2.83 3.07 -1.20
C -3.41 0.01 -1.43
C -3.41 2.93 1.62
C 4.12 3.24 -0.67
N -3.03 -0.80 6.35
C -0.97 0.14 2.73
O -2.87 -0.05 7.29
H 5.42 0.88 -4.10
H 0.06 -4.28 -4.21
C -3.32 -1.29 -3.86
C -2.18 4.67 2.75
H 3.05 -4.90 -3.91
C -2.15 -1.01 -3.16
C -4.55 -0.97 -3.32
O -3.80 -1.74 6.34
C -0.78 0.91 3.90
C -2.14 -0.38 -1.91
S 3.57 -2.89 -0.94
H 1.89 -4.75 -2.59
H 5.38 0.24 1.76
C -4.66 1.33 0.35
H -5.54 2.62 1.79
C -4.59 -0.30 -2.11
C 4.38 0.14 1.34
C -2.23 2.45 1.01
H 5.64 2.39 0.57
H 4.79 1.03 -2.45
C 0.98 -4.75 -4.55
C -1.86 -0.97 2.81
N 1.82 -0.14 0.26
H -0.10 1.75 3.86
C -1.03 3.15 1.27